No. 1
{"formula": "C2H3Cl", "method": "wB97M-V/def2-TZVPD", "species": ["C", "C", "Cl", "H", "H", "H"], "coordinates": [[-0.65, -0.34, -0.07], [0.47, 0.33, -0.05], [2.10, -0.18, -0.03], [-0.60, -1.34, 0.08], [-1.64, 0.09, 0.03], [0.32, 1.44, 0.05]], "smiles": "C=CCl", "charge": 0, "de_lowest_ev": 0.3402}



No. 2
{"formula": "C33H30MoN2OPS2", "method": "wB97M-V/def2-TZVPD", "species": ["Mo", "S", "C", "C", "C", "C", "C", "C", "C", "C", "C", "N", "H", "H", "H", "H", "H", "H", "C", "C", "C", "C", "C", "O", "C", "N", "C", "C", "C", "C", "C", "C", "P", "C", "C", "C", "C", "C", "C", "C", "C", "C", "C", "C", "C", "H", "H", "H", "H", "H", "H", "H", "H", "H", "H", "H", "H", "H", "H", "H", "H", "H", "H", "H", "H", "H", "H", "H", "H", "S"], "coordinates": [[0.19, 0.90, 0.50], [4.42, -0.42, 1.03], [3.81, -1.33, -0.28], [2.48, -1.15, -0.47], [1.88, -0.30, 0.52], [2.86, 0.15, 1.40], [2.57, 1.14, 2.42], [3.40, 1.53, 3.46], [2.97, 2.53, 4.31], [1.72, 3.11, 4.11], [0.94, 2.66, 3.07], [1.35, 1.69, 2.23], [4.49, -1.92, -0.88], [1.97, -1.63, -1.28], [4.36, 1.05, 3.60], [3.60, 2.85, 5.13], [1.35, 3.90, 4.75], [-0.03, 3.10, 2.88], [1.27, 4.69, -0.78], [1.18, 3.18, -0.96], [2.52, 2.59, -1.40], [0.04, 2.70, -1.87], [-1.19, 3.58, -2.04], [-2.27, 2.60, -2.14], [-1.87, 1.49, -1.58], [-0.57, 1.46, -1.31], [-2.84, 0.43, -1.40], [-4.12, 0.65, -1.94], [-5.06, -0.37, -1.96], [-4.73, -1.62, -1.47], [-3.47, -1.85, -0.93], [-2.53, -0.84, -0.85], [-0.93, -1.31, -0.13], [-1.15, -2.21, 1.41], [-2.39, -2.29, 2.05], [-2.48, -2.91, 3.29], [-1.35, -3.44, 3.89], [-0.12, -3.34, 3.27], [-0.01, -2.72, 2.04], [-0.25, -2.38, -1.39], [0.16, -3.69, -1.12], [0.65, -4.48, -2.15], [0.73, -3.98, -3.44], [0.30, -2.68, -3.72], [-0.19, -1.88, -2.70], [2.13, 4.94, -0.17], [0.38, 5.11, -0.30], [1.40, 5.17, -1.75], [0.96, 2.81, 0.10], [2.84, 3.08, -2.33], [2.47, 1.52, -1.59], [3.30, 2.78, -0.65], [0.45, 2.45, -2.86], [-1.20, 4.18, -2.94], [-1.42, 4.20, -1.17], [-4.36, 1.61, -2.36], [-6.04, -0.18, -2.38], [-5.45, -2.43, -1.51], [-3.23, -2.84, -0.55], [-3.28, -1.88, 1.60], [-3.44, -2.98, 3.78], [-1.43, -3.93, 4.85], [0.77, -3.76, 3.74], [0.97, -2.63, 1.57], [0.08, -4.10, -0.13], [0.95, -5.50, -1.95], [1.11, -4.60, -4.24], [0.34, -2.30, -4.73], [-0.53, -0.88, -2.93], [-1.41, 0.91, 1.75]], "total_energy_ev": -72524.8251, "charge": 3}